{"formula": "C19H12N4O6V", "method": "ωB97M-V/def2-TZVPD", "elements": ["V", "O", "C", "N", "C", "O", "C", "C", "C", "C", "C", "N", "C", "C", "C", "C", "C", "N", "H", "H", "H", "H", "H", "H", "H", "H", "O", "C", "C", "C", "C", "C", "C", "C", "O", "N", "O", "O", "H", "H", "H", "H"], "positions_angstrom": [[-1.0619, -0.0001, 0.3474], [-1.7741, -1.4159, 4.0687], [-1.5644, -1.1987, 2.8976], [-1.4087, -0.0001, 2.2433], [-1.5647, 1.1986, 2.8980], [-1.7746, 1.4158, 4.0690], [-1.5010, 2.3256, 1.8911], [-1.7664, 3.6290, 2.2702], [-1.7751, 4.6189, 1.3026], [-1.5113, 4.2619, -0.0139], [-1.2488, 2.9392, -0.3111], [-1.2476, 1.9718, 0.6161], [-1.5009, -2.3257, 1.8911], [-1.7664, -3.6291, 2.2702], [-1.7753, -4.6190, 1.3026], [-1.5115, -4.2620, -0.0139], [-1.2490, -2.9393, -0.3111], [-1.2476, -1.9719, 0.6161], [-1.9613, 3.8278, 3.3146], [-1.9847, 5.6470, 1.5651], [-1.5108, 5.0021, -0.8017], [-1.0247, 2.6343, -1.3252], [-1.9612, -3.8279, 3.3146], [-1.9848, -5.6471, 1.5651], [-1.5110, -5.0021, -0.8017], [-1.0249, -2.6343, -1.3251], [-1.0499, -0.0001, -1.5581], [-0.0938, -0.0001, -2.3657], [1.2838, 0.0000, -1.9965], [2.2551, 0.0001, -3.0048], [3.5889, 0.0001, -2.6885], [4.0064, 0.0001, -1.3432], [3.0827, 0.0000, -0.3409], [1.6834, 0.0000, -0.6101], [0.8603, -0.0001, 0.3694], [4.5749, 0.0003, -3.7495], [4.1786, 0.0004, -4.9041], [5.7518, 0.0005, -3.4339], [-0.3214, -0.0002, -3.4384], [1.9620, 0.0001, -4.0468], [5.0647, 0.0002, -1.1261], [3.3851, 0.0000, 0.6976]], "atomic_forces_ev_per_a": [[-0.04, 0.00, -0.71], [0.06, -0.16, -0.07], [-0.05, 0.26, 0.12], [-0.63, 0.00, 2.37], [-0.05, -0.26, 0.11], [0.06, 0.16, -0.08], [-0.12, 0.20, -0.01], [0.09, -0.01, 0.02], [0.04, -0.12, -0.07], [-0.01, 0.11, 0.09], [0.10, 0.04, -0.02], [-0.29, 1.94, 0.25], [-0.12, -0.20, -0.01], [0.09, 0.01, 0.02], [0.04, 0.12, -0.07], [-0.01, -0.11, 0.09], [0.10, -0.04, -0.02], [-0.29, -1.94, 0.25], [-0.01, -0.02, 0.00], [0.00, 0.00, -0.01], [0.02, -0.03, -0.02], [-0.04, -0.06, 0.01], [-0.01, 0.02, 0.00], [0.00, 0.00, -0.01], [0.02, 0.03, -0.02], [-0.04, 0.06, 0.00], [-0.09, 0.00, -2.17], [0.19, 0.00, 0.01], [-0.18, 0.00, 0.40], [0.32, 0.00, -0.21], [-0.49, 0.00, 0.15], [0.02, 0.00, 0.09], [0.16, 0.00, -0.05], [-0.05, 0.00, 0.06], [1.19, 0.00, -0.33], [0.21, 0.00, -0.33], [0.00, 0.00, 0.14], [-0.10, 0.00, 0.04], [-0.05, 0.00, 0.01], [-0.02, 0.00, 0.00], [0.01, 0.00, 0.00], [0.00, 0.00, 0.00]], "e_lumo_ev": [-0.55, -0.70], "homo_ha": [-0.2550, -0.3263], "gap_ev": [6.3899, 8.1768], "charge": 0, "multiplicity": 4}



{"formula": "C6H20O4", "method": "ωB97M-V/def2-TZVPD", "elements": ["C", "C", "O", "H", "H", "H", "H", "H", "H", "C", "C", "O", "H", "H", "H", "H", "H", "H", "C", "O", "H", "H", "H", "H", "C", "O", "H", "H", "H", "H"], "positions_angstrom": [[-3.3884, 12.2525, 8.8838], [-3.1022, 12.0008, 7.3888], [-1.6636, 11.9333, 7.2215], [-4.4358, 11.9714, 8.9931], [-3.1293, 13.2653, 9.1922], [-2.7665, 11.6289, 9.5260], [-3.4252, 12.9345, 6.9284], [-3.5628, 11.1083, 6.9652], [-1.4762, 11.0964, 7.6529], [-4.2114, 8.9023, 4.5093], [-5.3138, 9.8550, 5.1200], [-4.6148, 10.8135, 5.8526], [-4.6214, 8.1348, 3.8529], [-3.7490, 8.4247, 5.3731], [-3.3938, 9.4295, 4.0178], [-6.0145, 9.2207, 5.6630], [-5.8971, 10.3184, 4.3243], [-5.2226, 11.4837, 6.1736], [-2.6800, 13.7583, 5.0115], [-2.0977, 12.8086, 5.9299], [-2.6000, 14.8003, 5.3212], [-2.2138, 13.5798, 4.0425], [-3.6900, 13.3559, 4.9330], [-2.3819, 11.9693, 5.5606], [-5.4487, 13.1782, 6.2437], [-6.2566, 11.9861, 5.9171], [-6.1553, 13.9941, 6.0918], [-5.0657, 13.1471, 7.2637], [-4.7332, 13.3952, 5.4505], [-7.1888, 12.2047, 5.9873]], "atomic_forces_ev_per_a": [[0.19, -1.08, -0.33], [0.51, 0.64, 5.12], [1.90, -6.42, 9.05], [-0.20, 0.38, 0.77], [-0.43, 0.19, -0.20], [-0.26, -0.37, 0.07], [-0.21, -1.42, 1.17], [0.64, 0.60, 0.97], [0.64, -0.92, 1.11], [-0.75, 0.48, 1.01], [1.44, -1.08, -1.84], [3.32, -4.25, -1.66], [-0.05, 0.08, 0.00], [0.04, -0.29, -0.04], [-0.32, 0.27, -0.21], [0.00, 0.12, 0.61], [0.00, 0.10, -0.22], [1.16, -2.52, 0.62], [0.20, -1.25, -1.57], [0.93, 8.59, -13.31], [-0.05, -0.23, 0.23], [0.03, 0.70, -0.33], [1.13, 1.14, -1.25], [0.32, 0.14, -0.49], [-3.32, 1.92, -0.73], [-5.09, 4.70, -0.22], [0.02, 0.40, 0.63], [-0.42, 0.04, -0.43], [-1.20, -0.80, 1.17], [-0.16, 0.14, 0.28]], "e_lumo_ev": 0.35, "homo_ha": -0.2965, "gap_ev": 8.4163, "charge": 0, "multiplicity": 1}



{"formula": "C2H4N2", "method": "ωB97M-V/def2-TZVPD", "elements": ["C", "C", "N", "N", "H", "H", "H", "H"], "positions_angstrom": [[-0.6393, 0.7042, 0.0738], [-0.6800, -0.6593, 0.0330], [0.7568, 0.7482, -0.0574], [0.7405, -0.7121, 0.1355], [-1.4119, 1.5240, 0.0525], [-1.2877, -1.5193, -0.2101], [1.3176, 1.3606, 0.5245], [1.2040, -1.4463, -0.5517]], "atomic_forces_ev_per_a": [[-1.85, 8.09, 0.65], [0.85, -7.21, 0.20], [-0.17, 0.43, -1.72], [0.34, -2.62, -0.31], [1.38, -1.00, -0.24], [-0.08, 0.49, -0.17], [0.12, -0.76, 0.40], [-0.59, 2.58, 1.18]], "e_lumo_ev": [1.30, -0.85], "homo_ha": [-0.1572, -0.3421], "gap_ev": [5.5740, 8.4578], "charge": 0, "multiplicity": 3}



{"formula": "C3H5Cl2N", "method": "ωB97M-V/def2-TZVPD", "elements": ["C", "C", "Cl", "C", "N", "H", "H", "H", "H", "Cl", "H"], "positions_angstrom": [[-0.6739, -0.3794, 1.3137], [-0.2202, -0.8169, -0.0412], [-1.3720, -1.7621, -0.9728], [0.9213, -0.5578, -0.6102], [2.0292, -0.4517, -1.0945], [-1.5592, 0.2493, 1.2269], [-0.9350, -1.2445, 1.9225], [0.1160, 0.1808, 1.8058], [2.2565, 0.3402, -1.6817], [0.2105, 2.6284, -0.9088], [-0.7732, 1.8137, -0.9596]], "atomic_forces_ev_per_a": [[0.08, -0.03, -0.15], [-0.60, -0.24, 0.08], [0.09, 0.08, 0.04], [0.28, 0.07, -0.21], [0.38, -0.39, 0.14], [-0.06, 0.08, 0.07], [0.02, -0.02, 0.03], [0.04, 0.07, 0.08], [-0.23, 0.28, -0.05], [0.04, 0.19, -0.01], [-0.04, -0.09, -0.02]], "e_lumo_ev": 0.67, "homo_ha": -0.3218, "smiles": "CC(Cl)=C=N.Cl", "gap_ev": 9.4226, "charge": 0, "multiplicity": 1}